Record 1
{"formula": "C14H14ILiN6SSe", "method": "ωB97M-V/def2-TZVPD", "gap_ha": 0.2261, "total_charge": 0, "multiplicity": 1, "homo_energy_ev": -6.83, "e_above_lowest_ev": 1.9061, "lumo_energy_ev": -0.7, "fmax_ev_per_a": 0.7, "symbols": ["Li", "C", "C", "N", "N", "C", "N", "S", "C", "C", "C", "C", "C", "N", "H", "H", "H", "H", "H", "H", "H", "H", "H", "H", "Se", "N", "C", "C", "C", "C", "C", "C", "N", "H", "H", "H", "H", "I"], "coordinates": [[1.26, -1.31, 1.08], [-2.33, 1.83, 2.56], [-1.22, 1.09, 1.87], [-0.22, 0.55, 2.45], [-0.06, 0.57, 3.77], [1.09, 0.03, 4.30], [1.07, -0.13, 5.64], [2.42, -0.33, 3.39], [-1.23, 0.85, 0.41], [-1.69, 1.89, -0.53], [-1.71, 1.67, -1.85], [-1.26, 0.37, -2.45], [-0.59, -0.50, -1.36], [-0.78, -0.29, 0.03], [-1.96, 2.44, 3.38], [-3.06, 1.12, 2.95], [-2.86, 2.48, 1.86], [-0.79, 0.86, 4.40], [0.19, -0.15, 6.14], [1.84, -0.64, 6.04], [-1.98, 2.85, -0.13], [-2.06, 2.43, -2.54], [-2.06, -0.09, -3.03], [-0.69, -1.57, -1.57], [3.12, -3.07, -1.17], [2.27, -1.56, -0.77], [1.76, -1.08, -1.87], [0.79, 0.02, -1.83], [0.13, 0.47, -3.16], [0.36, -0.48, -4.30], [1.23, -1.50, -4.26], [1.97, -1.84, -3.05], [2.74, -2.90, -2.89], [1.13, 0.85, -1.21], [0.38, 1.49, -3.48], [-0.22, -0.29, -5.20], [1.37, -2.13, -5.13], [1.65, -3.98, 1.51]]}

***

Record 2
{"formula": "C2HBrClF2NO2", "method": "ωB97M-V/def2-TZVPD", "gap_ha": [0.3136, 0.3135], "total_charge": 0, "multiplicity": 1, "homo_energy_ev": [-9.72, -9.72], "e_above_lowest_ev": 0.3609, "lumo_energy_ev": [-1.2, -1.2], "fmax_ev_per_a": 5.3, "symbols": ["C", "C", "N", "O", "O", "F", "F", "Cl", "Br", "H"], "coordinates": [[0.54, -0.43, 0.38], [-0.31, -1.45, -0.28], [-2.40, -1.08, 0.20], [-2.60, 0.07, 0.38], [-3.00, -2.08, 0.20], [-0.30, -1.41, -1.62], [-0.22, -2.71, 0.12], [0.10, -0.25, 2.09], [2.48, -0.92, 0.21], [0.43, 0.53, -0.12]]}

***

Record 3
{"formula": "H18NO7", "method": "ωB97M-V/def2-TZVPD", "gap_ha": 0.4121, "total_charge": 1, "multiplicity": 1, "homo_energy_ev": -14.55, "e_above_lowest_ev": 5.0552, "lumo_energy_ev": -3.3, "fmax_ev_per_a": 10.8, "symbols": ["N", "H", "H", "H", "H", "O", "H", "H", "O", "H", "H", "O", "H", "H", "O", "H", "H", "O", "H", "H", "O", "H", "H", "O", "H", "H"], "coordinates": [[20.95, 10.06, 35.27], [21.56, 9.57, 35.96], [20.21, 10.75, 35.77], [20.54, 9.51, 34.69], [21.49, 10.68, 34.51], [21.05, 9.65, 32.12], [21.21, 8.78, 31.77], [19.93, 9.78, 32.06], [17.71, 11.02, 36.07], [17.66, 11.11, 37.13], [17.01, 10.48, 35.91], [20.26, 11.86, 38.21], [19.92, 10.93, 38.32], [20.39, 11.92, 39.24], [23.22, 7.92, 35.09], [22.84, 7.23, 34.83], [23.82, 7.71, 35.83], [22.54, 9.14, 38.10], [23.08, 8.41, 38.32], [22.92, 9.95, 38.06], [19.42, 9.08, 38.03], [18.81, 8.81, 37.30], [20.02, 8.40, 37.83], [22.96, 12.71, 35.80], [23.19, 12.22, 36.68], [22.41, 13.49, 36.08]]}

***

Record 4
{"formula": "C2H6O3P", "method": "ωB97M-V/def2-TZVPD", "gap_ha": 0.2855, "total_charge": -1, "multiplicity": 1, "homo_energy_ev": -3.81, "e_above_lowest_ev": 2.0448, "lumo_energy_ev": 4.0, "fmax_ev_per_a": 3.4, "symbols": ["C", "C", "O", "O", "O", "P", "H", "H", "H", "H", "H", "H"], "coordinates": [[0.02, 1.90, -1.33], [0.02, -2.67, 2.26], [-2.22, -1.35, 1.67], [-0.02, -0.36, 0.77], [1.33, 1.57, -0.98], [-0.75, -1.37, 1.59], [-0.74, 0.92, -1.23], [0.11, 2.34, -2.35], [-0.45, 2.79, -0.71], [1.20, 0.76, -0.47], [1.13, -2.86, 2.26], [-0.27, -3.26, 3.14]]}

***

Record 5
{"formula": "C6H8N", "method": "ωB97M-V/def2-TZVPD", "gap_ha": 0.3322, "total_charge": 1, "multiplicity": 1, "homo_energy_ev": -14.89, "e_above_lowest_ev": 5.7623, "lumo_energy_ev": -5.8, "fmax_ev_per_a": 6.9, "smiles": "C[C@@H]1C=[N+]=C=CC1", "symbols": ["C", "C", "C", "N", "C", "C", "C", "H", "H", "H", "H", "H", "H", "H", "H"], "coordinates": [[1.49, -0.69, -0.68], [-0.01, -0.65, -0.19], [-1.01, -0.46, -1.34], [-1.76, 0.54, -0.99], [-1.51, 1.36, -0.02], [-1.03, 1.61, 1.14], [-0.01, 0.33, 1.00], [1.46, -1.34, -1.47], [2.04, -1.10, 0.19], [1.88, 0.24, -1.07], [-0.09, -1.66, 0.45], [-1.16, -1.18, -2.05], [-1.06, 2.42, 1.86], [0.97, 0.81, 1.21], [-0.22, -0.24, 1.96]]}

***

Record 6
{"formula": "C3H6N2OS", "method": "ωB97M-V/def2-TZVPD", "gap_ha": [0.2941, 0.2068], "total_charge": 0, "multiplicity": 1, "homo_energy_ev": [-7.86, -6.85], "e_above_lowest_ev": 6.0928, "lumo_energy_ev": [0.1, -1.2], "fmax_ev_per_a": 2.6, "symbols": ["C", "C", "C", "N", "N", "O", "S", "H", "H", "H", "H", "H", "H"], "coordinates": [[0.34, -1.19, 1.29], [0.54, -2.56, 1.49], [-0.19, 0.75, -0.24], [-0.97, 2.17, -2.01], [-0.11, 1.12, -1.58], [0.13, -0.51, 0.06], [0.66, -3.07, 3.08], [0.53, -0.61, 2.22], [0.87, -3.34, 0.76], [-0.04, 1.41, 0.55], [-0.45, 3.00, -2.22], [-1.36, 2.41, -1.11], [0.05, 0.43, -2.31]]}

***

Record 7
{"formula": "C41H47CdN10O8P", "method": "ωB97M-V/def2-TZVPD", "gap_ha": 0.1640, "total_charge": -2, "multiplicity": 1, "homo_energy_ev": -1.22, "e_above_lowest_ev": 0.0000, "lumo_energy_ev": 3.2, "fmax_ev_per_a": 0.5, "symbols": ["Cd", "C", "N", "C", "N", "C", "N", "C", "C", "C", "C", "C", "C", "C", "N", "N", "C", "O", "C", "C", "C", "C", "C", "C", "N", "C", "N", "C", "N", "C", "H", "H", "H", "H", "H", "H", "H", "H", "H", "H", "H", "H", "H", "H", "H", "H", "O", "C", "C", "O", "C", "C", "O", "C", "O", "O", "O", "C", "C", "C", "C", "O", "N", "H", "H", "H", "H", "C", "C", "C", "C", "P", "N", "C", "C", "C", "C", "C", "C", "C", "C", "H", "H", "H", "H", "H", "H", "H", "H", "H", "H", "H", "H", "H", "H", "H", "H", "H", "H", "H", "H", "H", "H", "H", "H", "H", "H", "H"], "coordinates": [[-0.35, -0.22, 0.18], [4.88, 1.10, 2.78], [3.95, 0.06, 2.40], [2.80, 0.08, 1.71], [2.21, -1.08, 1.79], [3.06, -1.81, 2.55], [4.14, -1.17, 2.94], [4.81, 1.33, 4.27], [5.96, 1.26, 5.04], [5.89, 1.36, 6.43], [4.67, 1.52, 7.05], [3.51, 1.61, 6.28], [3.58, 1.52, 4.90], [2.23, 1.77, 6.97], [2.02, 1.83, 8.24], [0.66, 1.99, 8.41], [0.15, 2.03, 7.22], [1.09, 1.89, 6.26], [-1.25, 2.26, 6.88], [-2.19, 2.34, 7.90], [-3.52, 2.58, 7.60], [-3.91, 2.76, 6.28], [-2.97, 2.69, 5.25], [-3.42, 2.97, 3.83], [-2.41, 2.69, 2.85], [-2.06, 1.52, 2.31], [-1.05, 1.71, 1.49], [-0.82, 3.04, 1.55], [-1.62, 3.68, 2.38], [-1.65, 2.42, 5.55], [4.65, 2.00, 2.22], [5.88, 0.76, 2.51], [2.44, 0.94, 1.15], [2.88, -2.84, 2.82], [6.92, 1.09, 4.56], [6.80, 1.29, 7.02], [4.59, 1.58, 8.13], [2.67, 1.55, 4.32], [-1.86, 2.21, 8.93], [-4.25, 2.64, 8.39], [-4.94, 2.97, 6.04], [-3.65, 4.03, 3.73], [-4.32, 2.40, 3.60], [-2.54, 0.58, 2.51], [-0.07, 3.54, 0.97], [-0.90, 2.35, 4.77], [1.68, 2.85, -5.06], [1.31, 2.49, -3.96], [-0.09, 2.61, -3.42], [-1.00, 3.26, -3.91], [-0.11, 1.82, -2.17], [1.24, 1.48, -1.82], [1.54, 0.92, -0.72], [2.15, 1.85, -2.90], [3.37, 1.68, -2.94], [-1.11, 1.51, -1.48], [-3.07, -1.29, 0.95], [-2.48, -1.74, 1.92], [-3.10, -2.76, 2.88], [-2.07, -2.86, 3.99], [-0.99, -1.85, 3.57], [-0.06, -1.56, 4.31], [-1.24, -1.35, 2.32], [-3.29, -3.69, 2.34], [-4.07, -2.37, 3.22], [-1.59, -3.84, 4.05], [-2.44, -2.61, 4.98], [-0.47, -5.89, -2.07], [-0.99, -4.52, -1.60], [-2.38, -4.28, -2.22], [-1.22, -4.55, -0.08], [0.06, -2.95, -1.99], [-0.49, -1.75, -1.23], [1.89, -3.40, -1.63], [2.69, -2.09, -1.57], [1.93, -3.98, -0.21], [2.60, -4.38, -2.58], [-0.10, -2.64, -3.88], [-0.03, -3.85, -4.80], [1.01, -1.64, -4.26], [-1.43, -1.88, -4.10], [-1.24, -6.65, -1.87], [0.43, -6.19, -1.54], [-0.26, -5.90, -3.14], [-3.09, -5.00, -1.79], [-2.38, -4.42, -3.30], [-2.72, -3.28, -1.98], [-2.09, -5.19, 0.14], [-1.43, -3.54, 0.26], [-0.37, -4.94, 0.47], [2.15, -1.32, -1.02], [2.93, -1.68, -2.54], [3.64, -2.27, -1.04], [1.31, -3.38, 0.46], [2.96, -3.95, 0.17], [1.60, -5.02, -0.16], [2.74, -3.94, -3.57], [2.06, -5.32, -2.69], [3.59, -4.60, -2.18], [0.87, -4.45, -4.63], [0.00, -3.50, -5.84], [-0.90, -4.50, -4.70], [1.98, -2.12, -4.33], [1.06, -0.83, -3.53], [0.78, -1.21, -5.23], [-2.28, -2.55, -4.20], [-1.36, -1.29, -5.01], [-1.61, -1.20, -3.26]]}

***

Record 8
{"formula": "C6H16N3O", "method": "ωB97M-V/def2-TZVPD", "gap_ha": 0.3695, "total_charge": 1, "multiplicity": 1, "homo_energy_ev": -12.84, "e_above_lowest_ev": 3.6187, "lumo_energy_ev": -2.8, "fmax_ev_per_a": 5.9, "symbols": ["C", "C", "C", "C", "C", "C", "N", "N", "N", "O", "H", "H", "H", "H", "H", "H", "H", "H", "H", "H", "H", "H", "H", "H", "H", "H"], "coordinates": [[1.79, -1.24, 0.35], [-2.83, 0.25, 0.65], [-1.60, -1.28, -0.97], [1.93, 2.17, 0.14], [-0.60, -0.11, 0.94], [-1.56, -0.03, -0.11], [3.00, -1.52, 0.00], [1.24, -0.07, 0.32], [1.66, 0.90, -0.47], [-1.26, 1.10, -0.89], [1.17, -2.02, 0.94], [-2.97, 1.34, 0.99], [-3.65, -0.03, -0.10], [-2.76, -0.31, 1.59], [-2.23, -2.08, -0.64], [-0.57, -1.64, -0.92], [-1.99, -1.18, -2.03], [2.65, 2.66, -0.59], [0.95, 2.76, 0.33], [2.43, 2.03, 1.12], [-0.59, 0.80, 1.70], [-0.51, -1.07, 1.40], [3.50, -2.39, -0.05], [1.06, 0.81, -1.29], [3.42, -0.87, -0.60], [-1.66, 1.01, -1.82]]}

***

Please write out number 1 again, unchanged.
{"formula": "C14H14ILiN6SSe", "method": "ωB97M-V/def2-TZVPD", "gap_ha": 0.2261, "total_charge": 0, "multiplicity": 1, "homo_energy_ev": -6.83, "e_above_lowest_ev": 1.9061, "lumo_energy_ev": -0.7, "fmax_ev_per_a": 0.7, "symbols": ["Li", "C", "C", "N", "N", "C", "N", "S", "C", "C", "C", "C", "C", "N", "H", "H", "H", "H", "H", "H", "H", "H", "H", "H", "Se", "N", "C", "C", "C", "C", "C", "C", "N", "H", "H", "H", "H", "I"], "coordinates": [[1.26, -1.31, 1.08], [-2.33, 1.83, 2.56], [-1.22, 1.09, 1.87], [-0.22, 0.55, 2.45], [-0.06, 0.57, 3.77], [1.09, 0.03, 4.30], [1.07, -0.13, 5.64], [2.42, -0.33, 3.39], [-1.23, 0.85, 0.41], [-1.69, 1.89, -0.53], [-1.71, 1.67, -1.85], [-1.26, 0.37, -2.45], [-0.59, -0.50, -1.36], [-0.78, -0.29, 0.03], [-1.96, 2.44, 3.38], [-3.06, 1.12, 2.95], [-2.86, 2.48, 1.86], [-0.79, 0.86, 4.40], [0.19, -0.15, 6.14], [1.84, -0.64, 6.04], [-1.98, 2.85, -0.13], [-2.06, 2.43, -2.54], [-2.06, -0.09, -3.03], [-0.69, -1.57, -1.57], [3.12, -3.07, -1.17], [2.27, -1.56, -0.77], [1.76, -1.08, -1.87], [0.79, 0.02, -1.83], [0.13, 0.47, -3.16], [0.36, -0.48, -4.30], [1.23, -1.50, -4.26], [1.97, -1.84, -3.05], [2.74, -2.90, -2.89], [1.13, 0.85, -1.21], [0.38, 1.49, -3.48], [-0.22, -0.29, -5.20], [1.37, -2.13, -5.13], [1.65, -3.98, 1.51]]}